[1]
Formula: H4O2
Source: the Open Molecules 2025 dataset
Level of theory: wB97M-V/def2-TZVPD

LUMO energy, eV: 0.75
Structure (SMILES): O.O
Kohn-Sham gap, Ha: 0.431
Charge: 0
Highest occupied orbital energy, eV: -10.974

Geometry (Å):
H (0.037, -0.710, -0.476)
O (-0.147, 1.145, 0.657)
H (0.436, -2.060, -1.170)
O (-0.298, -1.550, -0.817)
H (-0.341, 1.292, 1.546)
H (0.313, 1.884, 0.260)

---

[2]
Formula: C40H49HgN2O3P2S4
Source: the Open Molecules 2025 dataset
Level of theory: wB97M-V/def2-TZVPD

LUMO energy (spin up / spin down), eV: 4.02 / 4.02
Kohn-Sham gap (spin up / spin down), Ha: 0.198 / 0.198
Charge: -2
Multiplicity: 2
Highest occupied orbital energy (spin up / spin down), eV: -1.365 / -1.370
Expectation value of S²: 0.76

Geometry (Å):
H (4.383, 1.739, 3.475)
C (-2.297, -2.622, -1.941)
H (-0.438, 1.178, -1.825)
H (-3.723, -0.423, 3.452)
C (-1.792, -1.739, -4.040)
H (4.114, -2.596, 1.248)
H (-4.570, -7.073, 0.741)
C (-3.761, -3.863, 1.315)
C (-2.804, 6.412, 1.694)
C (3.686, 1.559, 2.650)
H (-2.853, 7.136, 0.874)
H (-3.214, -2.779, -5.356)
C (-2.249, -2.729, -0.399)
H (4.550, -1.164, -0.776)
C (-4.391, -5.084, 1.667)
H (1.477, 4.705, 1.000)
H (0.222, -4.659, 1.794)
C (2.933, 1.450, -0.524)
H (-0.753, -1.162, -2.158)
H (-4.621, 1.589, -0.790)
H (-1.236, 2.740, -1.967)
H (2.095, -7.835, -0.405)
C (1.959, 3.490, -1.369)
S (0.163, -6.958, -1.655)
C (-0.161, -4.392, -0.216)
C (3.519, -1.384, -0.479)
C (-3.092, -3.914, 0.126)
C (-1.422, 2.937, 0.869)
O (1.072, 0.419, 4.119)
H (1.991, -6.330, 1.487)
O (-2.681, -1.585, 0.140)
C (3.492, -2.670, 0.351)
H (-3.812, 6.023, 1.848)
H (-4.087, 1.853, -2.449)
H (1.631, -1.783, -1.443)
C (1.873, 2.406, -0.448)
H (-3.901, 0.039, 1.013)
H (-3.895, 2.530, 2.823)
Hg (0.223, -0.107, 1.183)
H (5.893, -0.359, 0.754)
H (4.747, 0.861, -1.487)
H (2.659, -0.651, -2.350)
C (5.555, 0.499, 1.338)
H (5.331, 3.849, -3.602)
C (-3.393, 0.752, 1.670)
C (1.338, -7.063, -0.344)
C (-2.876, -0.046, 2.868)
H (-1.635, 1.439, -3.104)
H (-2.250, 0.561, 3.527)
C (-2.512, 1.182, -1.144)
H (-5.175, 1.328, 2.714)
H (-2.690, 0.114, -1.295)
H (6.090, 2.401, -2.941)
H (4.084, -0.540, 2.515)
H (3.858, -3.510, -0.247)
H (-3.778, -2.945, 1.884)
C (-0.463, 5.519, 1.353)
N (0.116, -2.131, 0.255)
C (-1.838, 5.294, 1.400)
H (5.631, 1.390, 0.712)
H (-3.661, 3.028, -1.198)
C (4.129, 0.332, 1.854)
P (2.849, -0.004, 0.555)
H (4.928, 2.264, -4.256)
H (-2.521, 6.963, 2.595)
H (-1.270, -1.118, -4.757)
H (-3.342, 3.820, 1.201)
P (-1.939, 1.201, 0.604)
H (6.244, 0.623, 2.179)
H (3.034, -2.384, -2.333)
C (-2.279, 4.001, 1.164)
C (-4.198, -6.061, 0.735)
S (-3.399, -3.414, -2.996)
H (-2.294, -0.896, 2.517)
C (-2.799, -2.593, -4.377)
H (1.167, 4.227, -1.379)
H (-4.963, -5.232, 2.573)
C (-0.730, -2.992, -0.057)
C (-3.795, 1.961, -1.400)
C (3.966, 1.614, -1.444)
H (3.688, 2.445, 2.008)
H (-0.072, 6.510, 1.572)
C (1.266, -6.212, 0.686)
C (-1.388, 1.661, -2.061)
C (0.413, 4.508, 1.032)
O (0.340, -0.456, 3.448)
C (5.153, 2.805, -3.331)
C (4.041, 2.685, -2.322)
C (3.001, 3.615, -2.259)
H (-4.841, 2.374, 1.334)
S (-3.245, -5.486, -0.567)
H (3.005, 4.462, -2.941)
C (-1.510, -1.757, -2.651)
H (2.461, -2.886, 0.646)
N (0.838, 2.205, 0.388)
S (0.110, -4.905, -1.890)
H (2.684, 1.421, 3.064)
C (2.657, -1.550, -1.732)
C (-4.375, 1.818, 2.150)
C (-0.029, 3.198, 0.732)
C (0.357, -5.090, 0.809)

---

Short version: energy relative to the best compared isomer or geometry (same formula, charge and spin) = 12.7 261.6 kJ/mol, in the order given.
Short version: total energy = -4159.8077 -117487.4330 eV, in the order given.